(1)
An isolated ion of composition C6H10F3N2O3 and charge -1 in a non-equilibrium geometry, computed with ωB97M-V/def2-TZVPD.

The calculation puts the HOMO-LUMO gap at 7.7 eV. Its largest force on an atom is 0.02098 hartree/bohr. As for the HOMO energy: -4.099 eV. For the energy above the lowest of the compared OMol25 structures with the same formula, charge and spin, the calculation gives 15.9 kJ/mol. The net charge is -1. For the total energy, the calculation gives -23661.2408 eV. Its multiplicity is 1.

Element x y z (Å)
C 0.199 1.645 3.008
C -0.646 0.169 1.385
H -0.408 -0.271 -3.917
F -0.261 2.779 2.457
F 0.228 1.852 4.348
C 1.683 -0.426 -0.579
H -1.698 0.046 1.163
H -0.784 0.877 -1.331
C -0.900 -0.013 -1.928
O 2.732 -1.041 -0.886
O -0.592 0.595 2.773
F 1.457 1.474 2.600
H 0.292 1.031 -3.193
H 0.863 -2.329 -0.170
H -1.594 -1.468 -0.530
C -0.706 -1.285 -1.132
H -0.262 0.973 0.759
C 0.493 -1.314 -0.166
H -0.643 -2.120 -1.817
N 0.064 -1.070 1.232
H 0.893 -0.998 1.809
N 0.018 0.072 -3.071
O 1.508 0.827 -0.526
H -1.936 -0.006 -2.289

(2)
C28H30BrClIN4O4Tl as an isolated structure, computed with ωB97M-V/def2-TZVPD.

The calculation puts the HOMO-LUMO gap at 7.3 eV. Its largest force on an atom is 0.00414 hartree/bohr. As for the HOMO energy: -7.883 eV. For the energy above the lowest of the compared OMol25 structures with the same formula, charge and spin, the calculation gives 33.5 kJ/mol. The net charge is 0. For the total energy, the calculation gives -139033.6298 eV. Its multiplicity is 1.

Element x y z (Å)
H -5.334 -2.325 -0.205
H 1.852 -4.886 1.946
H -4.662 1.853 -6.890
H -5.111 -1.711 -5.823
H -3.604 -1.034 -6.443
H -6.965 0.137 0.508
C 2.428 0.144 1.449
C -4.125 0.079 -3.973
C 3.231 0.417 4.086
C 3.795 0.350 1.743
H -6.934 -0.605 -1.090
H -6.587 1.124 -0.902
I 0.499 0.098 5.332
C -6.448 0.138 -0.454
O -1.178 1.967 -1.207
H 2.467 -0.091 -1.828
C -4.903 -1.564 0.451
Cl 5.838 0.742 3.512
C -0.754 -3.395 -0.281
C -4.970 -0.182 -0.221
C -6.311 0.651 -5.124
H -3.879 -1.842 0.688
H -5.481 -1.555 1.378
H -3.380 0.705 0.994
H -6.493 1.513 -4.480
H -1.513 -6.594 -0.432
N 0.269 -5.313 0.698
H -2.184 -0.187 -4.869
C 4.170 0.489 3.100
C 4.695 0.395 0.658
H -2.343 -5.277 -1.154
C 1.096 -4.459 1.298
C -4.178 -0.195 -1.532
H 4.911 0.265 -1.468
C -4.655 -0.815 -6.249
C -2.792 -0.479 -1.525
C 1.873 0.213 3.786
H -1.513 -2.956 -0.914
C -2.766 -0.192 -3.957
O 0.253 2.286 0.441
C -0.500 2.715 -0.475
H -5.852 0.273 -2.746
H -5.136 -0.608 -7.208
H -0.546 3.802 -0.629
O 0.167 -0.141 2.200
C -4.416 0.895 0.725
Tl -0.290 0.038 0.083
C -0.660 -4.790 -0.092
C 4.240 0.233 -0.621
N 0.074 -2.571 0.325
C -4.794 0.063 -2.751
H 5.746 0.557 0.856
Br -0.265 -0.846 -2.814
H -5.008 0.915 1.643
C -4.178 1.624 -5.938
O -2.167 -0.780 -0.390
N 2.017 -0.014 0.165
C -2.140 -0.473 -2.760
H -4.477 1.880 0.258
C 1.012 -3.094 1.125
H -6.831 -0.211 -4.700
H 1.681 -2.415 1.635
H -3.115 1.473 -6.130
H -4.280 2.489 -5.281
H -6.759 0.862 -6.097
N -1.502 -5.639 -0.744
C -4.817 0.381 -5.301
C 2.869 0.031 -0.829
H 3.532 0.519 5.120
C 1.416 0.076 2.484

(3)
An isolated ion of composition C6H10NO2 and charge +1 in a non-equilibrium geometry, computed with ωB97M-V/def2-TZVPD.

The calculation puts the HOMO-LUMO gap (alpha / beta) at 7.0 / 7.7 eV. Its largest force on an atom is 0.09680 hartree/bohr. As for the HOMO energy (alpha / beta): -10.796 / -14.773 eV. For the energy above the lowest of the compared OMol25 structures with the same formula, charge and spin, the calculation gives 85.8 kJ/mol. As for the expectation value of S²: 2.03. The net charge is +1. For the total energy, the calculation gives -11956.8857 eV. Its multiplicity is 3.

Element x y z (Å)
C 1.145 -1.026 0.001
H -2.153 0.564 0.642
N -1.146 -1.265 0.464
C 0.207 -1.048 1.032
H 0.199 -0.414 1.828
H -2.246 -0.327 -0.999
H -1.320 1.578 -1.403
H -1.814 -1.572 1.172
H 2.664 0.147 1.144
C 0.339 1.653 -0.085
H -0.004 2.562 0.321
C -0.676 0.875 -0.896
H -1.115 -1.920 -0.291
C 2.207 0.109 0.126
O 1.080 -1.686 -1.066
C -1.646 0.004 -0.123
O 1.560 1.359 0.297
H 3.016 0.199 -0.536
H -0.297 0.207 -1.629

(4)
One molecule with the formula C21H32ClN3, computed with ωB97M-V/def2-TZVPD.

The calculation puts the HOMO-LUMO gap at 8.4 eV. Its largest force on an atom is 0.00753 hartree/bohr. As for the HOMO energy: -7.696 eV. For the energy above the lowest of the compared OMol25 structures with the same formula, charge and spin, the calculation gives 0.0 kJ/mol. The net charge is 0. For the total energy, the calculation gives -39288.6391 eV. Its multiplicity is 1.

Element x y z (Å)
H -1.477 0.168 -1.139
H -1.562 6.106 2.792
C 0.631 -5.541 -0.869
C 0.245 8.076 0.591
H -2.072 -1.962 -1.434
C -0.961 6.963 2.493
H -0.939 -2.633 -2.611
H 1.165 8.124 1.169
C -0.587 6.863 1.013
C -0.014 -7.759 -0.144
Cl 3.437 -8.117 -2.077
C -1.696 0.927 1.409
H 1.125 5.527 1.303
H -0.313 8.995 0.754
N -0.087 -1.331 -1.233
C 1.124 -8.314 -0.706
C 0.391 0.983 -0.555
C 0.582 3.370 -0.283
C -0.675 2.052 1.284
H -0.716 -8.399 0.369
H -1.144 -6.010 0.263
C 2.005 -7.464 -1.350
H -1.068 -3.399 0.350
C -0.261 -6.404 -0.214
H 1.094 -2.023 0.407
H -1.532 7.869 2.681
C -0.914 -3.631 -0.714
N -0.257 2.196 -0.098
H -2.575 1.183 0.815
H 2.484 -5.497 -1.986
H -1.678 -4.348 -1.024
H 0.744 1.131 -1.578
C -1.063 -2.360 -1.555
H 2.389 -3.609 -0.943
C 1.135 -1.894 -0.686
C 1.778 -6.106 -1.446
N 0.398 -4.197 -0.937
H 1.260 0.732 0.080
C -0.619 -0.168 -0.543
C -0.197 4.623 -0.033
H 1.477 3.344 0.364
C 1.425 -3.254 -1.315
H -2.002 0.826 2.452
H -1.857 -1.174 0.936
H 1.492 -3.141 -2.407
H 1.963 -1.218 -0.918
C 0.186 5.602 0.768
H 1.321 -9.371 -0.647
H 0.918 3.367 -1.326
C -1.105 -0.384 0.899
H 0.190 1.840 1.942
H -0.065 6.986 3.110
H -0.268 -0.676 1.537
H -1.119 2.997 1.605
H -1.135 4.683 -0.569
H 0.503 8.010 -0.464
H -1.505 6.839 0.417

(5)
C30H34CrNO3 as an isolated structure in a non-equilibrium geometry, computed with ωB97M-V/def2-TZVPD.

The calculation puts the HOMO-LUMO gap (alpha / beta) at 2.9 / 4.9 eV. Its largest force on an atom is 0.07653 hartree/bohr. As for the HOMO energy (alpha / beta): 1.829 / -0.179 eV. As for the expectation value of S²: 3.80. The net charge is -2. For the total energy, the calculation gives -67710.5764 eV. Its multiplicity is 4.

Element x y z (Å)
H -2.321 1.327 -5.115
H 4.622 -0.566 2.019
H 1.822 1.279 1.257
H 1.149 -0.932 -5.544
H -2.947 0.326 0.106
C 1.519 2.491 -1.875
H -1.868 2.629 1.125
H 1.369 3.667 0.076
H 1.065 -1.474 -3.508
C 1.184 -2.167 2.770
C 2.013 -2.747 1.803
H 3.431 0.603 5.028
H -2.711 0.412 -6.621
C -2.415 1.086 -0.459
C -2.083 0.451 -5.707
C -3.792 -1.020 3.722
H 0.344 -1.398 5.262
H 1.484 3.254 -2.654
C 3.262 -2.169 1.519
H 2.633 1.595 3.790
O -0.141 -1.466 -1.784
C -2.857 -0.347 2.931
C -2.298 1.121 -1.882
H -2.691 0.366 -2.557
H -0.053 -3.797 2.929
Cr -0.178 1.426 -1.002
C 1.828 0.441 -0.832
C 1.761 1.093 -2.114
C -3.499 -2.305 4.207
C 1.693 1.439 0.197
H -0.529 -1.768 -5.711
H -3.039 0.650 2.535
H 1.420 0.005 5.389
H 0.020 0.083 4.325
H 1.973 0.643 -3.064
C 2.866 -0.491 3.239
H 0.529 2.332 -6.470
H -0.252 2.184 -4.839
O -0.413 -0.807 0.630
C 1.634 -1.088 3.562
O -0.227 0.852 2.152
H -2.028 -3.904 4.296
C -2.278 -2.909 3.916
H -0.559 -2.144 -3.691
H -4.230 -2.833 4.817
H -2.250 -0.421 -5.111
H 3.891 -2.599 0.753
C 0.030 -0.798 -5.524
H 4.308 1.059 3.559
C -0.546 0.419 -6.003
H 1.659 -3.613 1.254
H 2.053 -0.607 -0.657
H 1.213 1.282 -5.166
C 0.811 -0.582 4.699
C 3.328 0.757 3.946
C 3.660 -1.040 2.238
C -1.887 2.325 0.065
C 0.120 -1.672 -3.028
H -1.129 4.177 -1.001
C 0.301 1.666 -5.606
H -4.742 -0.536 3.947
C -1.485 3.145 -1.062
C 1.473 2.712 -0.447
C -1.641 -0.960 2.640
C -0.670 -0.256 1.734
N -0.053 -2.786 2.975
C -1.721 2.379 -2.261
H -1.622 2.739 -3.282
C -1.314 -2.215 3.164

(6)
A 2-piece molecular cluster, C2H10NO overall in a non-equilibrium geometry, computed with ωB97M-V/def2-TZVPD.

The calculation puts the HOMO-LUMO gap (alpha / beta) at 12.5 / 3.1 eV. Its largest force on an atom is 0.02207 hartree/bohr. As for the HOMO energy (alpha / beta): -21.198 / -20.242 eV. For the energy above the lowest of the compared OMol25 structures with the same formula, charge and spin, the calculation gives 133.7 kJ/mol. As for the expectation value of S²: 0.75. The net charge is +2. For the total energy, the calculation gives -5750.7742 eV. Its multiplicity is 2.

Element x y z (Å)
H -1.070 0.198 0.958
H 0.278 0.779 0.216
H 1.058 -0.692 -1.780
H 0.614 -1.939 0.922
H 1.962 -2.003 -1.067
H 2.265 -0.361 -0.475
C 0.314 -1.263 0.104
O -2.095 2.219 -0.007
H 0.421 0.119 1.716
N -0.075 0.032 0.824
H -2.144 2.779 -0.832
C 1.491 -1.050 -0.811
H -0.529 -1.652 -0.442
H -2.491 2.833 0.674

(7)
A 5-piece molecular cluster, C47H58N4O7 overall in a non-equilibrium geometry, computed with ωB97M-V/def2-TZVPD.

The calculation puts the HOMO-LUMO gap at 6.7 eV. Its largest force on an atom is 0.11583 hartree/bohr. As for the HOMO energy: -8.050 eV. For the energy above the lowest of the compared OMol25 structures with the same formula, charge and spin, the calculation gives 0.0 kJ/mol. The net charge is 0. For the total energy, the calculation gives -69966.0423 eV. Its multiplicity is 1.

Element x y z (Å)
H -0.242 7.811 1.891
H -2.913 11.640 3.287
H -4.284 10.548 3.028
C 11.252 -5.459 6.569
C -11.770 -0.715 -0.667
H -4.602 8.618 1.296
C 4.345 -5.160 -4.093
C 10.187 -4.579 6.550
H -15.377 5.316 -2.880
C -12.206 0.622 -0.576
H 0.725 -4.545 -7.988
C 9.783 -4.170 5.219
H -1.351 6.547 1.315
C -16.014 3.418 -2.068
H 11.584 -5.619 7.584
H 0.640 -4.926 -4.620
C -14.173 2.154 -0.986
H -17.019 3.464 -2.460
O -2.653 6.414 3.490
H 10.003 -4.283 3.230
H -3.689 10.440 5.498
H -1.099 7.888 0.389
C 3.315 -5.965 -4.917
C -3.165 9.915 4.699
C 14.327 -6.500 1.902
H 1.426 -1.634 2.042
H 1.706 -7.187 -4.241
H -2.016 7.883 6.036
N -0.345 0.145 0.243
H 3.216 -7.896 -3.704
H 5.118 -4.734 -4.733
H -5.018 7.073 4.212
C -9.874 1.360 -0.840
H -1.012 0.894 0.127
H -8.425 -0.324 -1.060
H -10.149 -2.086 -0.845
C -13.691 0.842 -0.500
H 2.791 -6.573 -2.903
H 3.812 -7.721 -6.334
C 2.722 -6.950 -3.924
C 3.569 -4.567 -7.417
O 13.574 -7.332 6.654
C -13.254 3.174 -1.280
C 12.070 -5.908 2.795
H 4.532 -4.128 -7.157
H 9.627 -4.390 7.454
H -2.712 10.316 1.224
H 16.188 -6.979 1.005
H 4.317 -6.369 -8.250
H 3.900 -4.211 -3.793
H 2.836 -1.775 -6.887
H -5.387 8.641 3.455
C -3.423 8.392 4.468
C -15.573 2.312 -1.362
C 2.400 -3.976 -6.509
H -2.132 9.964 5.045
N -2.568 7.817 3.438
C 12.033 -5.951 5.408
O 1.461 -4.527 -4.322
C -10.397 -1.036 -0.891
H 16.930 -8.432 3.110
C -11.251 1.648 -0.739
C 11.426 -5.582 4.149
C -11.822 3.064 -1.022
H -12.563 -1.441 -0.562
C 0.126 -0.264 1.374
H -13.174 5.240 -2.051
C -3.096 7.849 5.895
C 13.185 -6.927 5.544
O -14.551 -0.067 -0.249
H 2.569 -6.379 -7.946
O -0.306 -0.023 2.458
H 3.468 -4.143 -8.416
C -3.675 8.065 1.142
H -0.029 -0.153 -0.669
H 1.357 -2.940 -8.034
C 1.131 -3.759 -7.352
C -3.227 10.596 3.290
C 2.862 -2.533 -6.104
H -5.543 8.451 5.167
C -9.450 0.008 -0.984
O -11.131 4.015 -1.217
C -13.766 4.339 -1.986
C -2.404 9.920 2.191
C 15.192 -7.767 4.210
H -3.410 8.204 0.094
H 3.799 -2.539 -5.548
H 4.659 -5.510 -3.109
H -1.781 6.042 3.340
C 16.023 -7.845 3.091
H -3.750 8.188 6.698
C -2.516 8.400 1.994
C 13.451 -6.541 2.979
H 15.473 -8.203 5.157
H -1.409 10.322 2.381
H 1.161 -1.532 0.279
H 5.018 -6.516 -6.141
H -16.315 1.560 -1.138
C -1.216 7.622 1.439
N 1.130 -1.143 1.211
H -3.877 6.994 1.133
C 15.600 -7.190 1.886
H 0.373 -3.547 -6.598
C -4.930 8.155 4.317
H 8.846 -3.643 5.109
C 3.939 -6.643 -6.234
H -9.271 2.247 -0.968
C 10.359 -4.713 4.155
C 3.530 -6.014 -7.584
C -15.075 4.383 -2.427
O 11.716 -5.547 1.701
H 14.030 -6.062 0.960
H 2.277 -1.868 -5.468
C 13.941 -7.108 4.225
H -3.253 6.771 5.879
N 2.299 -4.942 -5.362

(8)
C32H57N2NiO2P2 as an isolated structure in a non-equilibrium geometry, computed with ωB97M-V/def2-TZVPD.

The calculation puts the HOMO-LUMO gap (alpha / beta) at 7.5 / 6.1 eV. Its largest force on an atom is 0.09624 hartree/bohr. As for the HOMO energy (alpha / beta): -9.311 / -9.981 eV. For the energy above the lowest of the compared OMol25 structures with the same formula, charge and spin, the calculation gives 93.5 kJ/mol. As for the expectation value of S²: 2.05. The net charge is +1. For the total energy, the calculation gives -100798.6845 eV. Its multiplicity is 3.

Element x y z (Å)
H -2.511 2.630 3.776
H -3.713 -3.451 1.952
C 1.165 2.981 2.229
C -1.174 0.751 -3.852
C 0.490 2.026 -2.059
H 0.787 -5.437 -3.118
H -0.600 -3.791 -4.506
C 1.708 -2.636 -3.735
H -4.224 -0.392 -1.774
C -2.709 -3.331 -0.620
H -1.539 -4.079 1.699
C -1.126 0.356 -2.490
C 3.330 3.689 1.213
H -4.523 -2.108 1.137
N 0.718 -1.621 -0.697
C -0.570 1.952 -4.210
H 1.377 3.546 3.147
H 5.574 0.899 -1.149
H -0.947 -2.480 2.235
H 0.609 1.591 5.685
H -2.708 2.246 5.514
H 0.627 3.652 1.548
H -4.385 -0.066 1.910
H -0.355 -3.208 0.726
H 5.194 1.579 0.435
H 4.316 3.407 0.834
H -1.857 0.212 -4.519
H 2.301 -0.334 -2.186
H -1.566 -3.522 -3.077
C 3.532 0.560 -0.609
N -0.107 0.875 -1.720
C 3.218 0.260 -2.084
H 2.691 0.771 3.007
C -1.229 -3.077 1.362
H 1.890 -4.726 -1.857
P 2.000 1.379 0.185
C 2.487 2.479 1.632
C -3.410 0.532 0.053
C 1.521 2.627 -1.090
H -3.566 -2.969 -1.204
H 2.425 2.996 -1.618
H -0.896 -2.151 -3.987
Ni 0.197 0.053 0.209
C -0.217 0.870 5.692
H 3.820 -0.556 1.249
C -0.675 -3.160 -3.604
H -0.778 2.423 -5.168
H -3.843 2.570 -0.416
H 2.842 4.325 0.466
H 4.046 -0.322 -2.518
H -2.121 2.318 -0.058
H -4.336 1.678 1.577
C -3.572 -2.423 1.581
H -2.465 -1.309 -2.501
H 2.975 -1.462 -0.031
C 0.888 -4.684 -2.326
C 0.236 2.622 -3.290
C -1.981 2.397 4.703
H 0.148 -4.913 -1.536
H 3.120 1.175 -2.687
H -5.314 0.683 -0.928
O -1.134 0.489 3.497
C -2.095 -0.484 -1.876
H -1.335 3.235 4.984
C 0.797 -2.456 -1.534
H -3.343 -1.802 2.458
H -1.824 -3.423 -1.264
H 1.359 -1.637 -4.079
O 1.025 -1.021 2.904
H -2.966 -4.345 -0.267
H 4.725 -1.166 -0.154
H 1.885 -3.253 -4.628
C -3.000 1.886 -0.550
C 4.794 1.433 -0.578
H 3.421 2.295 3.557
C -3.761 0.744 1.523
H 0.733 3.558 -3.514
H 0.508 2.139 2.479
C -4.549 -0.084 -0.770
H -2.798 1.818 -1.619
H -5.001 -0.958 -0.293
H 0.185 -0.138 5.579
H 1.105 3.525 -0.593
C -1.130 1.177 4.541
C 0.424 -0.355 2.155
H 4.656 2.407 -1.074
P -1.951 -0.671 -0.087
H -2.861 0.837 2.157
H 2.650 -2.476 -3.191
H 4.239 1.338 2.323
C -2.400 -2.445 0.589
C 3.251 1.655 2.679
C 0.649 -3.253 -2.815
H -0.734 0.966 6.649
C 3.766 -0.736 0.167
H 3.490 4.303 2.111

Q: Which of these has the highest net charge?
A: C2H10NO

Q: Among the records above, which one has the lowest net charge?
A: C30H34CrNO3

Q: Which formula does entry 6 have?
A: C2H10NO

Q: Which value of net charge does entry 6 give?
A: +2